Record 1
14
Properties=species:S:1:pos:R:3:lowdin_charge:R:1 method="wB97M-V/def2-TZVPD" e_above_lowest_kj_mol=312.0 lumo_ev="-0.76 / -1.11" e_homo_ev="-9.02 / -9.09" charge=0
C 2.0143 0.2590 0.0574 -0.1425
C 1.6059 -0.9686 -0.1160 -0.1321
C 1.1501 1.3045 0.0610 -0.1076
C 0.2964 -1.2069 -0.4412 -0.0967
C -0.1893 1.1623 -0.1604 -0.1221
C -0.5980 -0.1252 -0.3929 -0.0766
O -3.2018 -1.3755 1.0590 -0.6223
S -3.1026 -0.8826 -0.3093 0.4857
Br -4.0223 1.1376 -0.2984 0.2369
H 2.9797 0.4488 0.5497 0.1242
H 2.2674 -1.7794 0.0881 0.1108
H 1.5906 2.3239 0.3858 0.1433
H 0.0272 -2.2702 -0.5822 0.1149
H -0.8178 1.9725 0.0994 0.0842


Record 2
92
Properties=species:S:1:pos:R:3:lowdin_charge:R:1 method="wB97M-V/def2-TZVPD" lumo_ev=0.11 e_homo_ev=-9.35 charge=0
C 1.8475 3.0156 -2.0594 -0.0758
O 0.5378 3.4015 -1.6402 -0.2227
C 0.2078 4.7558 -1.7981 -0.1787
C -1.0524 5.1532 -0.9189 -0.1345
O -2.2615 4.3868 -1.1501 -0.1480
C -2.1624 2.9095 -1.1901 -0.1124
C -1.6938 2.0980 0.0299 -0.1688
O -2.2784 2.5401 1.2788 -0.2039
C -3.6866 2.1744 1.5022 -0.0068
H 2.0168 3.4347 -3.0512 0.0975
H 1.9737 1.9333 -2.0885 0.0604
H 2.6180 3.2904 -1.3390 0.0771
H -0.0858 5.0585 -2.8033 0.1212
H 1.0007 5.4630 -1.5549 0.1238
H -1.2518 6.2246 -0.9370 0.1221
H -0.9038 4.9590 0.1433 0.1015
H -1.5675 2.6957 -2.0780 0.1095
H -3.1756 2.6817 -1.5214 0.1185
H -0.6048 2.1186 0.0716 0.0818
H -2.0082 1.0569 -0.0436 0.1192
H -3.9990 2.4581 2.5072 0.1087
H -3.5665 1.0934 1.4301 0.0396
H -4.3003 2.5074 0.6652 0.1005
C 0.3245 -3.3830 1.6478 -0.0824
C 1.6097 -4.0675 2.1363 -0.1785
O 2.6726 -4.2091 1.2662 0.0086
C 3.3544 -3.1109 0.6983 -0.2245
O 2.7894 -2.0311 0.5535 0.1350
C 4.8146 -3.4905 0.2484 -0.5061
F 5.2882 -2.6738 -0.7452 0.1334
F 5.6874 -3.4987 1.2343 0.1830
F 4.9423 -4.7430 -0.2312 0.1461
H 0.5175 -2.3104 1.6641 0.0933
H -0.4488 -3.6450 2.3699 0.0102
H 0.0787 -3.5924 0.6067 0.1250
H 1.3607 -5.0837 2.4419 0.1263
H 1.9079 -3.5610 3.0543 0.1414
C 0.3125 -3.9963 -5.6004 -0.0648
C 0.4130 -2.8968 -4.5962 -0.2015
O 0.9464 -1.7441 -5.3282 0.0355
C 1.7326 -0.8885 -4.6113 -0.3355
O 2.2257 -1.1185 -3.5642 0.0140
C 1.8105 0.5689 -5.1046 -0.5409
F 2.0923 0.7338 -6.3731 0.1879
F 0.6613 1.1576 -4.8983 0.2081
F 2.8821 1.2211 -4.5427 0.1375
H 1.3347 -4.2145 -5.9098 0.0885
H -0.1342 -3.7496 -6.5636 0.0827
H -0.2834 -4.8332 -5.2361 0.0882
H 0.8819 -3.2192 -3.6665 0.1267
H -0.5325 -2.5551 -4.1749 0.1234
C 1.7040 -0.5694 -1.8457 -0.1313
C 0.2612 -0.2099 -1.9411 -0.1030
O -0.4788 -0.7859 -0.8334 0.1028
C -0.6026 -0.2322 0.3387 -0.3866
O -0.2046 0.8489 0.6027 -0.0059
C -1.4657 -1.1039 1.2341 -0.4267
F -2.6997 -0.5741 1.3450 0.1048
F -1.4335 -2.3576 0.9203 0.1400
F -0.9580 -0.9349 2.5120 0.0587
H 2.0861 -0.5344 -0.8255 0.0858
H 2.4791 -0.0044 -2.3634 0.1033
H 1.7788 -1.6032 -2.1828 0.0958
H 0.0619 -0.5069 -2.9707 0.1188
H 0.2109 0.8784 -1.9064 0.1093
C -3.9280 -0.1570 3.3209 -0.0883
C -3.0408 -1.0802 4.0525 -0.1962
O -2.9423 -2.3340 3.3659 0.0490
C -1.7421 -2.9689 3.1921 -0.2581
O -0.6334 -2.4624 3.4912 0.0710
C -1.8353 -4.3833 2.4760 -0.5652
F -1.7475 -4.2445 1.1777 0.1155
F -0.9780 -5.2663 2.9598 0.1971
F -3.0975 -4.8616 2.5623 0.1592
H -4.9157 -0.5625 3.1019 0.1092
H -3.4826 0.2936 2.4339 0.0101
H -4.0570 0.5814 4.1122 0.1040
H -3.6954 -1.2191 4.9129 0.1339
H -2.1506 -0.4858 4.2579 0.1417
C 1.8541 2.6223 1.0758 0.0030
C 1.0121 3.2435 2.1579 -0.2914
C -0.0823 2.3640 2.6771 -0.1509
O -0.1607 2.6830 4.0186 0.0732
C 1.0866 3.1243 4.4312 -0.4788
O 1.4557 3.2098 5.6022 0.1099
O 1.7939 3.5125 3.3412 0.0905
H 2.6625 2.0373 1.5144 0.1132
H 2.1679 3.4543 0.4454 0.0700
H 1.1173 1.9964 0.5725 0.0568
H 0.6230 4.1796 1.7574 0.1477
H 0.1308 1.3063 2.5225 0.1302
H -0.9998 2.6311 2.1526 0.0875


no.,strongest force on any atom (eV/Å),calculated total energy (eV)
1,4.71,-89224.8800
2,9.05,-88866.3813